Record 1
{
  "formula": "C25H20F5N6OPPd",
  "method": "ωB97M-V with the def2-TZVPD basis set",
  "species": ["Pd", "C", "N", "C", "C", "N", "C", "P", "C", "N", "C", "C", "N", "C", "C", "N", "C", "C", "N", "C", "H", "H", "H", "H", "H", "H", "H", "H", "H", "H", "H", "H", "H", "H", "H", "F", "C", "C", "F", "C", "F", "C", "O", "C", "F", "C", "F", "C", "C", "C", "C", "C", "C", "C", "H", "H", "H", "H", "H"],
  "positions_angstrom": [[0.42758, 0.00711, 0.63957], [4.37453, -4.08329, -1.53824], [3.58838, -2.87621, -1.34794], [2.69664, -2.37246, -2.30933], [2.13853, -1.27719, -1.79570], [2.73199, -1.10228, -0.52915], [3.66691, -2.13013, -0.24860], [1.01829, -3.03823, 2.49446], [-0.50026, -2.79495, 1.51526], [-0.93953, -1.80410, 0.73661], [-2.17087, -2.17866, 0.25307], [-2.47575, -3.42148, 0.69522], [-1.42027, -3.80964, 1.48820], [-1.33834, -5.06451, 2.21437], [1.12152, -1.37053, 3.12960], [0.65573, -0.23258, 2.59694], [0.82003, 0.77131, 3.53080], [1.43564, 0.25891, 4.61762], [1.64115, -1.07904, 4.35336], [2.22762, -2.05934, 5.24629], [3.75115, -4.86823, -1.96349], [4.74551, -4.39779, -0.56757], [5.21404, -3.89289, -2.20609], [2.53342, -2.85268, -3.25933], [1.37338, -0.61458, -2.16996], [-2.73783, -1.55164, -0.41677], [-3.32058, -4.06343, 0.51343], [-2.20811, -5.66622, 1.96112], [-1.31645, -4.87904, 3.28721], [-0.43815, -5.61318, 1.94177], [0.45844, 1.77037, 3.36017], [1.71806, 0.70349, 5.55583], [2.51395, -1.56889, 6.17291], [3.11064, -2.51165, 4.79522], [1.50527, -2.85085, 5.45104], [-5.29871, 0.59958, -2.71214], [-4.00946, 0.56598, -2.35405], [-3.62317, 0.95941, -1.08819], [-4.53988, 1.37224, -0.20834], [-2.28736, 0.91967, -0.73355], [-1.92435, 1.28991, 0.52313], [-1.28287, 0.48882, -1.60834], [-0.01218, 0.47307, -1.27242], [-1.71502, 0.09929, -2.88353], [-0.80203, -0.32807, -3.76888], [-3.04297, 0.13650, -3.25243], [-3.40960, -0.24650, -4.47705], [2.37688, -0.15490, 0.38724], [3.36759, 0.45369, 1.28197], [2.98388, 1.69696, 1.80500], [3.82373, 2.43784, 2.62346], [5.07435, 1.94065, 2.94045], [5.49312, 0.72366, 2.40676], [4.66728, -0.00277, 1.57098], [2.02203, 2.09263, 1.51168], [3.50054, 3.39736, 3.00473], [5.73650, 2.50685, 3.58481], [6.48164, 0.34654, 2.63588], [5.00075, -0.94584, 1.16460]],
  "atomic_forces_ev_per_a": [[-0.181, -0.597, -0.358], [-0.041, 0.034, 0.016], [-0.001, 0.051, 0.036], [0.012, -0.105, 0.024], [-0.327, -0.089, 0.033], [0.508, -0.052, 0.352], [0.064, 0.177, -0.205], [0.014, 0.009, -0.067], [-0.093, -0.383, 0.047], [-0.198, 0.379, 0.357], [-0.086, 0.074, -0.259], [0.091, -0.050, 0.006], [0.090, 0.041, -0.022], [0.021, 0.098, -0.045], [0.028, -0.256, 0.044], [0.286, 0.043, 0.201], [-0.106, 0.133, 0.033], [-0.065, 0.025, 0.024], [0.081, -0.207, 0.042], [-0.083, 0.048, -0.060], [-0.018, -0.003, 0.022], [0.005, 0.013, -0.013], [0.002, 0.011, -0.020], [0.039, 0.016, 0.030], [0.119, -0.037, 0.082], [0.029, -0.058, 0.099], [0.020, 0.025, -0.004], [-0.016, 0.016, 0.001], [0.011, 0.009, 0.014], [-0.001, 0.006, -0.013], [0.062, 0.007, -0.006], [0.017, 0.012, -0.033], [-0.014, 0.032, 0.008], [0.007, 0.031, -0.017], [-0.015, 0.005, -0.010], [0.024, -0.001, 0.003], [-0.008, -0.051, -0.122], [0.089, 0.077, 0.182], [0.009, -0.011, -0.020], [0.047, 0.095, 0.057], [-0.205, -0.036, -0.287], [0.052, 0.122, 0.300], [-0.072, 0.031, -0.338], [0.176, 0.005, 0.090], [-0.023, -0.015, -0.008], [-0.125, 0.032, 0.059], [-0.001, -0.011, -0.037], [-0.004, 0.490, -0.073], [-0.115, 0.019, -0.047], [0.039, 0.101, -0.020], [-0.033, -0.052, -0.131], [0.052, -0.019, -0.028], [-0.013, 0.029, -0.027], [0.004, -0.222, 0.086], [-0.040, -0.006, 0.035], [-0.015, -0.008, -0.008], [-0.013, -0.026, -0.011], [-0.019, -0.005, -0.002], [-0.067, 0.006, 0.009]],
  "e_homo_ev": -6.299,
  "multiplicity": 1,
  "de_lowest_kj_mol": 276.8,
  "e_lumo_ev": -1.2,
  "gap_ev": 5.116
}

***

Record 2
{
  "formula": "C25H20FeNO3S",
  "method": "ωB97M-V with the def2-TZVPD basis set",
  "species": ["C", "N", "C", "C", "C", "C", "C", "C", "S", "C", "C", "C", "C", "C", "C", "C", "C", "H", "H", "H", "H", "H", "H", "H", "H", "H", "H", "H", "H", "H", "O", "C", "Fe", "C", "O", "C", "O", "C", "C", "C", "C", "C", "C", "C", "H", "H", "H", "H", "H", "H", "H"],
  "positions_angstrom": [[-0.41988, 1.48744, 3.37639], [0.55840, 0.55342, 2.82891], [0.97355, -0.59254, 3.50736], [1.92389, -1.31466, 2.78193], [2.44379, -2.50664, 3.29060], [1.98179, -2.96509, 4.53613], [1.02301, -2.23439, 5.25666], [0.51034, -1.03391, 4.75319], [2.31727, -0.53011, 1.26157], [1.14373, 0.75430, 1.60514], [0.71801, 1.69273, 0.66233], [1.64041, 2.38640, -0.21069], [3.04209, 2.24188, -0.06822], [3.90312, 2.63889, -1.09415], [3.38863, 3.23302, -2.25547], [2.02041, 3.51852, -2.34521], [1.16075, 3.14390, -1.31158], [-0.31787, 2.45953, 2.88498], [-1.44299, 1.11033, 3.23195], [-0.22673, 1.60183, 4.44884], [3.19110, -3.04012, 2.71423], [2.37539, -3.89452, 4.95215], [0.67583, -2.60362, 6.22562], [-0.22638, -0.43881, 5.29188], [-0.32883, 2.01700, 0.67296], [3.43100, 1.80495, 0.86041], [4.97779, 2.48183, -0.96811], [4.06474, 3.49514, -3.07110], [1.62303, 4.03360, -3.22299], [0.09490, 3.37814, -1.36458], [-4.97661, -3.57260, -4.06412], [-4.40412, -2.71835, -3.51247], [-3.03394, -2.07503, -2.67101], [-2.68726, -3.46256, -1.57990], [-2.28261, -4.43184, -1.06328], [-1.88805, -2.69773, -3.83679], [-1.18712, -3.33439, -4.51936], [-0.44308, 0.06057, -1.04347], [-0.44920, 0.58839, -2.35131], [-1.36263, 0.46255, -3.37705], [-2.68302, -0.07970, -3.36472], [-3.49046, -0.12759, -2.17775], [-2.93373, -0.53360, -0.94408], [-1.56744, -0.64129, -0.56907], [0.53511, -0.18735, -0.59912], [0.42810, 1.17743, -2.61421], [-1.00452, 0.80811, -4.36113], [-3.16993, -0.07609, -4.35500], [-4.56107, 0.11506, -2.24758], [-3.69392, -0.74739, -0.16934], [-1.36480, -1.40503, 0.18964]],
  "atomic_forces_ev_per_a": [[-0.259, 0.030, 0.203], [0.316, 0.266, -1.169], [-0.119, -0.047, -0.055], [0.077, -0.175, 0.153], [-0.225, 0.023, 0.484], [0.191, 0.280, -0.591], [-0.141, 0.437, -0.162], [0.230, -0.233, -0.059], [-0.738, 0.538, 0.798], [0.025, -1.441, 1.348], [0.560, 1.937, 0.109], [-0.100, -0.303, -0.210], [0.220, -0.130, -0.297], [-0.217, -0.048, 0.440], [0.030, -0.107, 0.243], [-0.194, 0.066, 0.420], [0.096, -0.063, -0.201], [0.033, -0.264, 0.169], [0.306, 0.067, 0.019], [-0.060, 0.058, -0.285], [-0.073, -0.114, 0.192], [-0.128, 0.317, -0.194], [0.133, 0.157, -0.391], [0.182, -0.337, -0.030], [0.451, -0.153, 0.108], [0.005, 0.237, -0.594], [-0.394, 0.112, -0.144], [-0.246, -0.037, 0.250], [0.139, -0.148, 0.337], [0.305, -0.182, -0.099], [0.701, 2.489, 1.127], [-2.863, -4.296, -2.613], [1.315, 1.821, 2.443], [1.457, -3.903, 1.260], [-1.398, 3.157, -1.262], [2.582, -2.725, -2.362], [-1.731, 2.009, 1.598], [0.270, -0.447, -3.371], [1.688, 0.247, 2.391], [-1.174, -0.205, -1.745], [0.249, 1.230, -0.554], [-0.111, 1.064, -0.148], [-0.202, -0.041, 0.343], [-1.163, -1.035, 1.430], [-0.809, 0.493, -0.358], [0.084, -0.432, -0.100], [-0.238, -0.289, 0.520], [0.020, 0.320, 0.722], [0.544, -0.493, 0.040], [0.590, -0.197, -0.359], [-0.216, 0.488, 0.204]],
  "e_homo_ev": [-8.157, -11.336],
  "multiplicity": 5,
  "s2": 6.1007,
  "e_lumo_ev": [-3.4, -5.6],
  "gap_ev": [4.770, 5.783],
  "charge": 1
}

***

Record 3
{
  "formula": "C25H20I2N3O6STi",
  "method": "ωB97M-V with the def2-TZVPD basis set",
  "species": ["Ti", "O", "C", "O", "C", "C", "C", "C", "C", "N", "C", "O", "O", "H", "H", "H", "H", "H", "I", "C", "C", "C", "I", "C", "C", "C", "C", "N", "C", "C", "O", "H", "H", "H", "H", "C", "C", "N", "H", "H", "H", "C", "S", "O", "C", "C", "C", "C", "C", "C", "H", "H", "H", "H", "H", "H", "H", "H"],
  "positions_angstrom": [[0.32156, -0.16788, -0.35020], [2.68114, -3.11788, 1.62101], [1.75907, -2.32502, 1.17986], [1.84916, -1.62755, 0.17040], [0.50133, -2.27348, 1.96694], [0.21360, -2.99630, 3.11284], [-1.02875, -2.80134, 3.70242], [-1.92265, -1.90150, 3.13164], [-1.53675, -1.22450, 1.98592], [-0.34987, -1.41516, 1.41803], [-2.31699, -0.22208, 1.19601], [-3.51366, 0.15864, 1.51704], [-1.78685, 0.23268, 0.18736], [3.48651, -3.09551, 1.07225], [0.93991, -3.68133, 3.52883], [-1.29892, -3.34160, 4.60003], [-2.89134, -1.74550, 3.58909], [-3.86371, -0.22155, 2.33706], [1.72182, 3.04635, 3.31537], [2.63691, 2.60741, 1.51611], [3.84504, 3.25141, 1.14679], [4.48607, 2.98046, -0.03561], [6.25321, 3.97261, -0.47653], [3.93262, 2.02359, -0.94455], [4.46872, 1.64206, -2.18929], [3.82049, 0.70441, -2.96152], [2.62869, 0.13913, -2.50606], [2.09628, 0.47463, -1.34074], [2.73453, 1.39800, -0.56554], [2.10182, 1.68846, 0.65650], [0.95765, 0.97649, 0.85586], [4.26639, 3.97634, 1.82985], [5.39203, 2.09108, -2.53304], [4.21896, 0.39974, -3.91825], [2.09713, -0.59759, -3.09539], [-1.31879, 3.68982, -2.46687], [-0.79214, 2.43600, -1.97093], [-0.37784, 1.44219, -1.57838], [-2.21512, 3.94936, -1.90345], [-1.56817, 3.58661, -3.52308], [-0.56836, 4.47081, -2.34434], [-0.95586, -2.47663, -3.91140], [-1.59131, -2.07990, -2.29348], [-0.33879, -1.44600, -1.58912], [-1.75535, -3.66855, -1.55747], [-3.04525, -4.05102, -1.20834], [-3.24268, -5.32773, -0.69663], [-2.16140, -6.17965, -0.53056], [-0.87173, -5.77366, -0.87247], [-0.65813, -4.51288, -1.39795], [-0.06379, -3.09259, -3.81583], [-0.75677, -1.54275, -4.43375], [-1.74563, -3.02572, -4.42604], [-3.88293, -3.37881, -1.35109], [-4.24026, -5.65559, -0.43872], [-2.32077, -7.17635, -0.14115], [-0.04158, -6.45633, -0.75061], [0.33479, -4.19427, -1.69309]],
  "atomic_forces_ev_per_a": [[-0.445, -0.119, 0.416], [-0.011, -0.021, 0.005], [-0.009, 0.001, -0.030], [0.027, -0.051, -0.038], [-0.016, -0.016, 0.024], [0.014, 0.027, -0.010], [0.000, 0.003, -0.003], [0.015, 0.031, -0.025], [-0.004, 0.008, 0.020], [0.095, 0.007, -0.052], [-0.004, -0.036, 0.037], [0.004, 0.014, -0.017], [0.221, 0.033, -0.039], [0.002, 0.004, -0.002], [0.001, -0.003, -0.004], [0.000, 0.002, 0.002], [-0.001, 0.004, 0.003], [-0.001, -0.003, 0.004], [0.003, -0.006, -0.017], [-0.002, -0.044, -0.020], [0.019, 0.001, -0.017], [-0.023, 0.001, 0.026], [-0.007, -0.004, 0.000], [-0.015, -0.007, 0.008], [-0.005, 0.000, 0.003], [-0.026, -0.010, 0.009], [0.009, -0.011, -0.029], [0.015, 0.055, 0.075], [0.070, 0.074, 0.011], [0.037, 0.106, 0.043], [0.170, 0.250, 0.177], [0.005, 0.002, -0.003], [0.000, -0.001, -0.004], [0.001, -0.001, -0.002], [0.001, -0.001, 0.003], [-0.011, 0.032, -0.034], [0.060, -0.087, -0.037], [-0.089, 0.137, -0.007], [0.002, 0.008, -0.008], [-0.002, 0.009, 0.004], [-0.010, 0.004, -0.004], [-0.018, -0.012, 0.035], [0.025, -0.041, -0.067], [-0.098, -0.396, -0.418], [-0.014, 0.063, -0.039], [-0.002, -0.006, 0.028], [-0.004, 0.010, 0.011], [-0.011, 0.002, 0.002], [0.028, 0.001, -0.001], [-0.006, -0.012, -0.011], [0.002, 0.013, -0.006], [0.004, 0.005, 0.010], [-0.001, 0.003, -0.002], [0.003, 0.002, -0.016], [-0.002, -0.002, -0.002], [0.003, -0.003, -0.001], [0.002, 0.000, -0.001], [0.000, -0.017, 0.011]],
  "e_homo_ev": -15.468,
  "multiplicity": 1,
  "e_lumo_ev": -9.8,
  "gap_ev": 5.700,
  "charge": 3
}

***

Record 4
{
  "formula": "C25H20N6O2",
  "method": "ωB97M-V with the def2-TZVPD basis set",
  "species": ["N", "C", "C", "C", "N", "H", "H", "C", "C", "N", "C", "N", "C", "C", "C", "C", "C", "N", "C", "H", "H", "H", "H", "C", "C", "C", "C", "N", "C", "O", "O", "C", "C", "C", "C", "C", "C", "C", "H", "H", "H", "H", "H", "H", "H", "C", "H", "H", "H", "H", "H", "H", "H"],
  "positions_angstrom": [[-0.57833, 5.26943, 3.71504], [-0.35890, 4.51974, 2.87345], [-0.05972, 3.63705, 1.81554], [0.32412, 4.18002, 0.62577], [0.33034, 5.51510, 0.37675], [0.80794, 5.88355, -0.42810], [0.13848, 6.14330, 1.13983], [0.70081, 3.27359, -0.53837], [1.73252, 3.89230, -1.35125], [2.55066, 4.39574, -1.96843], [-0.48191, 3.11415, -1.36953], [-1.42460, 3.00915, -2.00470], [1.20781, 1.89845, -0.01812], [1.59791, 1.00453, -1.16806], [0.67064, 0.28223, -1.91365], [1.11831, -0.51068, -2.95628], [2.47867, -0.54951, -3.22217], [3.36747, 0.13386, -2.52369], [2.93775, 0.88573, -1.52972], [3.70672, 1.42426, -0.98880], [2.87873, -1.15295, -4.02554], [0.42396, -1.08679, -3.54663], [-0.38401, 0.32506, -1.68822], [0.12526, 1.29773, 0.88022], [-0.17368, 2.20375, 2.04994], [-0.53179, 1.69561, 3.23383], [-0.67348, 0.22971, 3.50257], [-0.50890, -0.55326, 2.29526], [-1.57844, -1.23233, 1.80072], [-2.53246, -1.56499, 2.46067], [-1.42069, -1.50855, 0.48754], [-2.38303, -2.37528, -0.12170], [-1.68209, -3.60320, -0.63397], [-1.42558, -3.76555, -1.98814], [-0.74549, -4.88243, -2.44185], [-0.30859, -5.84082, -1.54371], [-0.55489, -5.68091, -0.19015], [-1.23858, -4.56735, 0.26299], [-1.43423, -4.43974, 1.31807], [-0.21593, -6.42698, 0.51325], [0.22274, -6.71171, -1.89780], [-0.55489, -5.00429, -3.49804], [-1.76678, -3.01790, -2.68993], [-3.14196, -2.62901, 0.62672], [-2.84717, -1.81554, -0.93948], [0.53995, -0.07023, 1.43182], [0.71296, -0.78854, 0.63097], [1.45170, 0.02842, 2.02950], [-1.66304, 0.00879, 3.91339], [0.07375, -0.08113, 4.24593], [-0.73658, 2.34616, 4.07141], [-0.79504, 1.16460, 0.29685], [2.10157, 2.09769, 0.58801]],
  "atomic_forces_ev_per_a": [[-0.086, 0.255, 0.259], [-0.063, 0.311, 0.185], [0.329, -0.159, -0.880], [-0.149, 0.340, 0.603], [0.014, -0.239, -0.012], [0.042, 0.017, 0.049], [-0.009, 0.077, -0.036], [0.044, -0.118, 0.633], [0.199, 0.117, -0.022], [0.434, 0.287, -0.315], [-0.166, -0.029, -0.113], [-0.536, -0.111, -0.344], [-0.119, -0.272, 0.035], [0.104, -0.078, -0.072], [0.130, -0.034, -0.022], [0.015, 0.076, 0.068], [-0.243, -0.127, -0.117], [0.538, -0.057, -0.143], [-0.243, 0.133, 0.233], [-0.001, 0.106, 0.138], [-0.058, -0.088, -0.094], [-0.052, -0.068, -0.072], [-0.104, -0.008, 0.052], [0.258, -0.135, 0.126], [-0.159, -0.360, 0.234], [0.109, 0.023, -0.254], [-0.163, -0.147, 0.258], [0.164, 0.071, -0.017], [-0.015, -0.139, 0.111], [-0.307, -0.076, 0.066], [0.216, 0.208, -0.004], [-0.376, -0.272, -0.012], [-0.012, 0.198, -0.005], [-0.069, 0.026, 0.110], [0.053, -0.065, -0.108], [0.035, -0.033, -0.076], [0.017, -0.028, 0.106], [-0.038, 0.018, -0.029], [-0.030, 0.005, 0.129], [0.026, -0.062, 0.055], [0.040, -0.068, -0.029], [0.016, -0.015, -0.083], [-0.047, 0.095, -0.074], [0.122, 0.086, -0.209], [0.052, -0.075, 0.119], [-0.011, 0.044, -0.447], [0.066, 0.120, 0.142], [0.005, 0.011, -0.071], [0.180, 0.010, -0.005], [-0.117, 0.020, -0.004], [-0.001, 0.146, 0.088], [0.094, -0.022, -0.031], [-0.128, 0.089, -0.098]],
  "e_homo_ev": -8.684,
  "multiplicity": 1,
  "smiles": "N#CC1=C(N)C(C#N)(C#N)[C@H](c2cccnc2)[C@H]2CN(C(=O)OCc3ccccc3)CC=C12",
  "e_lumo_ev": 0.0,
  "gap_ev": 8.724
}